Below is C5H7NO in the gas phase, with properties calculated with ωB97M-V with the def2-TZVPD basis set.

* LUMO: 0.9 eV
* E_tot: -8834.5621 eV
* SMILES: Cn1cccc1O
* Kohn-Sham gap: 8.6 eV
* HOMO: -7.7 eV
* energy relative to the best compared isomer or geometry (same formula, charge and spin): 37.8 kcal per mole

Atoms and positions in Å:
C 0.77111 0.07933 1.81600
N 0.03472 0.11749 0.56453
C -0.37312 1.27546 -0.09498
C -0.79888 0.95810 -1.35278
C -0.71548 -0.44279 -1.48203
C -0.13517 -0.88849 -0.32371
O 0.51053 -2.08458 -0.36206
H 1.15905 -0.93113 1.96878
H 0.12897 0.34779 2.66456
H 1.60689 0.78318 1.76313
H -0.34647 2.22592 0.40390
H -1.14383 1.63396 -2.11619
H -1.27822 -1.11422 -2.11717
H 0.58169 -1.95928 -1.33306

Atomic forces in eV per Å
C 0.062 -0.032 -0.053
N 0.185 0.060 -0.354
C 0.068 0.314 0.080
C -0.494 0.312 0.183
C -0.766 0.317 0.223
C -0.233 0.410 -0.188
O 0.037 -0.021 0.004
H -0.070 0.181 -0.042
H 0.098 -0.084 -0.257
H -0.075 -0.146 0.090
H 0.079 0.073 0.110
H -0.206 0.172 0.187
H 0.504 0.170 -0.499
H 0.811 -1.725 0.516



Below is a 2-piece molecular cluster, C5H7NO overall, with properties calculated with ωB97M-V with the def2-TZVPD basis set.

* LUMO: -0.8 eV
* E_tot: -8833.4692 eV
* SMILES: CC1=CC(=O)N=C1.[H][H]
* Kohn-Sham gap: 9.3 eV
* HOMO: -10.1 eV
* energy relative to the best compared isomer or geometry (same formula, charge and spin): 63.0 kcal per mole

Atoms and positions in Å:
C 0.34781 1.74079 -0.91356
C 0.23658 0.41269 -0.24110
C 0.09909 0.11898 1.05974
C 0.32042 -1.36999 1.15622
O 0.73604 -2.00044 2.08425
N 0.13332 -1.92427 -0.18451
C 0.22086 -0.89342 -0.94378
H 0.49399 1.62885 -1.99195
H 1.20628 2.28698 -0.51023
H -0.54686 2.34772 -0.74426
H -0.01973 0.77456 1.91259
H 0.20098 -0.98542 -2.02841
H -1.70355 -1.39730 0.48213
H -1.72524 -0.73974 0.86287

Atomic forces in eV per Å
C 0.006 0.068 -0.037
C 0.052 0.064 0.324
C 0.676 0.204 -0.155
C 0.246 -0.150 0.337
O -0.406 0.294 -0.353
N 0.754 0.198 -0.338
C 0.061 -0.272 0.007
H -0.058 0.027 0.147
H -0.146 -0.012 -0.100
H 0.104 -0.054 -0.048
H 0.258 -0.066 -0.084
H 0.002 0.006 0.098
H -0.793 0.192 0.322
H -0.754 -0.500 -0.120



Below is a 3-piece molecular cluster, C5H7NO overall, with properties calculated with ωB97M-V with the def2-TZVPD basis set.

* LUMO: -0.3 eV
* E_tot: -8832.3006 eV
* Kohn-Sham gap: 9.5 eV
* HOMO: -9.8 eV
* energy relative to the best compared isomer or geometry (same formula, charge and spin): 90.0 kcal per mole

Atoms and positions in Å:
C -1.88707 0.57842 -0.11696
C -0.45047 0.21215 0.08937
C 0.62852 1.10069 0.19978
N 1.83372 0.50138 0.25343
C 1.46542 -0.84874 0.71014
O 2.09814 -1.53744 1.44726
C 0.13346 -1.06346 0.03217
H -2.01446 1.66524 -0.11662
H -2.52490 0.16488 0.67125
H -2.25676 0.19429 -1.07403
H 0.56282 2.18054 0.09221
H 1.76201 -0.23078 -1.04511
H -0.38991 -2.01408 0.03215
H 1.03946 -0.90309 -1.17505

Atomic forces in eV per Å
C -0.061 0.024 0.000
C 0.128 -0.030 -0.048
C -0.042 0.024 -0.044
N -0.135 0.005 -0.059
C 0.235 -0.387 0.184
O -0.310 0.344 -0.390
C -0.108 0.037 0.143
H 0.034 -0.156 -0.004
H 0.106 0.046 -0.109
H 0.057 0.047 0.121
H 0.007 -0.149 0.009
H -0.032 0.020 0.164
H 0.073 0.132 0.009
H 0.046 0.044 0.025



Below is a 2-piece molecular cluster, C5H7NO overall, with properties calculated with ωB97M-V with the def2-TZVPD basis set.

* LUMO: 0.0 eV
* E_tot: -8834.1759 eV
* SMILES: CC(=O)C#N.C=C
* Kohn-Sham gap: 10.5 eV
* HOMO: -10.5 eV
* energy relative to the best compared isomer or geometry (same formula, charge and spin): 46.7 kcal per mole

Atoms and positions in Å:
C 1.00608 -1.32318 -0.76538
C 1.02906 -0.53204 0.51320
O 0.92422 -0.97605 1.62402
C 1.55386 0.85227 0.26574
N 2.02022 1.87877 0.06047
H 0.61786 -2.32049 -0.57277
H 2.01675 -1.39253 -1.16679
H 0.39019 -0.80984 -1.50131
C -1.81035 0.16605 0.42972
C -1.35743 1.36333 0.08398
H -1.94534 -0.10959 1.46286
H -2.15881 -0.54321 -0.30513
H -1.22760 1.65323 -0.94715
H -1.05872 2.09327 0.81854

Atomic forces in eV per Å
C -0.620 -0.144 0.165
C 1.425 -0.375 -0.139
O -0.302 0.372 -0.355
C -0.356 -0.214 0.500
N 0.100 0.190 -0.101
H -0.009 -0.004 -0.017
H 0.091 0.087 0.089
H -0.011 -0.002 -0.089
C -0.422 0.441 -0.086
C -0.046 -0.244 0.033
H 0.086 -0.062 0.172
H 0.101 -0.154 -0.149
H -0.075 0.026 -0.176
H 0.038 0.084 0.153



Below is C5H7NO in the gas phase, with properties calculated with ωB97M-V with the def2-TZVPD basis set.

* LUMO: 0.7 eV
* E_tot: -8835.6636 eV
* SMILES: CC(=O)[C@@H](C)C#N
* Kohn-Sham gap: 10.9 eV
* HOMO: -10.3 eV
* energy relative to the best compared isomer or geometry (same formula, charge and spin): 12.4 kcal per mole

Atoms and positions in Å:
C 1.98321 0.08563 -0.02841
C 0.70213 -0.69326 0.07707
O 0.65693 -1.80430 0.55159
C -0.60812 -0.04291 -0.42097
C -1.78186 -0.39306 0.49994
C -0.49187 1.40609 -0.62979
N -0.39940 2.54864 -0.78807
H 2.81431 -0.59077 -0.23435
H 2.12910 0.53643 0.95998
H 1.94548 0.89442 -0.76052
H -0.76989 -0.49334 -1.41066
H -1.78102 0.25148 1.38390
H -2.73461 -0.27494 -0.01988
H -1.66440 -1.43011 0.82017

Atomic forces in eV per Å
C 0.056 0.012 0.005
C 0.072 -0.277 0.169
O 0.014 0.458 -0.270
C -0.057 -0.038 -0.042
C -0.097 -0.049 0.063
C 0.083 0.977 -0.149
N -0.110 -1.131 0.175
H -0.108 0.067 0.105
H 0.126 0.031 -0.115
H -0.004 -0.150 0.076
H -0.005 0.044 0.100
H 0.005 -0.106 -0.129
H 0.113 0.025 0.086
H -0.089 0.136 -0.074



Below is a 2-piece molecular cluster, C5H7NO overall, with properties calculated with ωB97M-V with the def2-TZVPD basis set.

* LUMO: 0.6 eV
* E_tot: -8831.3187 eV
* Kohn-Sham gap: 10.1 eV
* HOMO: -9.5 eV
* energy relative to the best compared isomer or geometry (same formula, charge and spin): 112.6 kcal per mole

Atoms and positions in Å:
C -1.74295 -0.69572 2.52630
C -1.01387 -0.88362 -1.06723
C 0.23956 -0.04814 -0.92579
C 1.43210 -0.61742 -0.23913
C 0.07470 1.46156 -0.86457
N -2.11689 -0.33839 3.56391
O -0.35962 -0.64796 -2.09178
H -1.57143 -1.15982 1.66474
H 1.17899 -0.70969 0.79537
H 2.29794 -0.09253 -0.40453
H 1.62277 -1.63670 -0.55815
H 0.75926 1.78960 -0.05094
H -0.91278 1.66752 -0.40480
H 0.11223 1.91131 -1.94338

Atomic forces in eV per Å
C -1.732 1.705 4.912
C -0.923 -0.070 2.248
C -0.738 0.965 0.943
C -1.777 -2.139 -0.796
C -0.720 -0.207 -0.276
N 0.838 -0.278 -1.645
O 1.469 -0.214 -2.921
H 0.869 -1.427 -3.361
H 0.130 0.260 0.903
H 2.042 1.501 -0.197
H -0.021 -0.274 -0.191
H 0.045 0.448 -1.262
H 0.170 0.135 -0.655
H 0.349 -0.405 2.299



Below is C5H7NO as an isolated structure, with properties calculated with ωB97M-V with the def2-TZVPD basis set.

* LUMO (alpha / beta): -0.2 / -0.2 eV
* E_tot: -8831.3252 eV
* Kohn-Sham gap (alpha / beta): 8.2 / 8.2 eV
* HOMO (alpha / beta): -8.4 / -8.4 eV
* energy relative to the best compared isomer or geometry (same formula, charge and spin): 112.5 kcal per mole

Atoms and positions in Å:
N 2.61013 0.08567 0.21343
C 1.40456 -0.17012 -0.06133
O 0.78843 -1.39404 -0.19494
C -0.46745 -1.10974 -0.81156
C -1.39423 -0.65048 0.33195
C -0.90791 0.81290 0.45629
C 0.33364 0.79848 -0.45960
H 3.14632 -0.75809 0.43259
H -0.16331 0.02243 -1.43704
H -1.19344 -1.24998 1.23002
H -2.45840 -0.73281 0.07542
H -0.70277 1.19183 1.46555
H -1.65362 1.47268 -0.00261
H 0.67655 1.76062 -0.86236

Atomic forces in eV per Å
N -0.548 -0.311 0.006
C 0.036 -0.064 -0.081
O 0.196 0.289 0.061
C -0.066 -0.138 0.542
C 0.059 0.064 -0.046
C 0.041 -0.002 0.011
C -0.230 -0.248 -0.172
H -0.168 0.165 -0.091
H 0.323 0.709 0.066
H -0.016 0.127 -0.260
H 0.357 0.018 0.044
H -0.021 -0.088 -0.214
H 0.178 -0.130 0.103
H -0.140 -0.390 0.030



Below is C5H7NO in the gas phase, with properties calculated with ωB97M-V with the def2-TZVPD basis set.

* LUMO (alpha / beta): 0.5 / 0.5 eV
* E_tot: -8831.6975 eV
* Kohn-Sham gap (alpha / beta): 7.7 / 7.7 eV
* HOMO (alpha / beta): -7.2 / -7.2 eV
* energy relative to the best compared isomer or geometry (same formula, charge and spin): 103.9 kcal per mole

Atoms and positions in Å:
C 1.40720 1.15314 0.43570
C 0.71944 -0.10414 -0.09211
C -0.47529 -0.54903 0.73105
C -1.70846 -0.91649 -0.11520
O -2.71402 -1.44934 0.21749
C 0.29363 0.13403 -1.56028
N -0.82854 -0.14874 -1.94921
H 2.21655 1.45198 -0.23638
H 1.82147 0.98958 1.43581
H 0.69275 1.98222 0.49270
H 1.45841 -0.91233 -0.15419
H -0.26018 -1.42860 1.34151
H -0.82400 0.24914 1.39649
H -1.79895 -0.45141 -1.94338

Atomic forces in eV per Å
C 0.030 0.061 0.039
C 0.079 -0.013 0.052
C -0.009 0.013 -0.028
C -0.545 -0.333 0.466
O 0.678 0.352 -0.234
C -0.643 -0.221 -0.087
N 0.584 0.160 0.102
H -0.111 -0.057 0.089
H -0.078 0.004 -0.131
H 0.095 -0.104 -0.007
H -0.112 0.116 -0.029
H -0.044 0.083 -0.097
H 0.017 -0.087 -0.111
H 0.059 0.027 -0.023



> energy relative to the best compared isomer or geometry (same formula, charge and spin) of number 6 (C5H7NO)?

112.6 kcal per mole